[1]
100
Properties=species:S:1:pos:R:3:mulliken_charge:R:1 method="wB97M-V/def2-TZVPD" total_charge=+1 de_lowest_kj_mol=176.0 homo_lumo_gap_ev="7.02 / 7.40" multiplicity=2 lumo_energy_ev="-3.922 / -3.553"
W 0.03 -0.46 -0.40 2.415
C -3.72 -1.70 -2.43 -1.942
C -2.58 -0.70 -2.54 1.175
C -1.98 -0.80 -3.93 -1.808
C -3.16 0.68 -2.28 -1.046
O -1.56 -1.05 -1.45 0.422
Ge -2.37 -2.24 0.01 -0.249
O -2.61 -0.57 0.70 1.050
C -3.54 -0.35 1.80 0.966
C -4.94 -0.73 1.31 -1.769
C -3.50 1.13 2.12 -1.204
C -3.15 -1.18 3.01 -1.290
O -0.35 -2.36 0.14 1.068
C 0.29 -3.44 1.02 1.183
C 0.42 -3.06 2.49 -1.751
C 1.66 -3.82 0.48 -1.343
C -0.64 -4.66 0.93 -1.890
H -4.39 -1.51 -3.28 0.592
H -4.32 -1.56 -1.53 0.434
H -3.40 -2.74 -2.51 0.293
H -2.76 -0.50 -4.62 0.546
H -1.68 -1.82 -4.18 0.405
H -1.14 -0.13 -4.08 0.218
H -4.12 0.74 -2.79 0.538
H -2.53 1.47 -2.69 0.292
H -3.31 0.85 -1.22 -0.267
H -5.23 -0.10 0.47 0.308
H -5.67 -0.59 2.11 0.539
H -4.99 -1.78 1.01 0.340
H -4.32 1.39 2.80 0.582
H -3.62 1.72 1.21 0.191
H -2.57 1.42 2.61 0.123
H -3.26 -2.26 2.82 0.315
H -3.80 -0.94 3.86 0.576
H -2.12 -0.98 3.30 0.026
H 1.19 -2.32 2.66 0.117
H 0.69 -3.98 3.01 0.713
H -0.52 -2.71 2.91 0.131
H 2.30 -2.96 0.35 -0.071
H 1.58 -4.37 -0.46 0.302
H 2.12 -4.49 1.21 0.639
H -1.59 -4.50 1.44 0.473
H -0.14 -5.48 1.45 0.535
H -0.82 -4.96 -0.09 0.280
C 1.73 1.24 -5.45 -1.468
C 1.00 1.77 -4.25 -0.151
C 0.64 3.09 -4.09 -1.030
C -0.05 3.47 -2.96 -1.332
C -0.36 2.52 -1.99 0.212
Br -1.42 3.24 -0.60 0.014
N 0.00 1.23 -2.10 0.840
C 0.65 0.90 -3.23 -1.641
H 1.81 1.99 -6.23 0.456
H 1.22 0.37 -5.86 0.329
H 2.74 0.92 -5.17 0.256
H 0.89 3.83 -4.84 0.485
H -0.36 4.49 -2.81 0.579
H 0.87 -0.14 -3.34 1.727
O -0.13 -0.56 1.81 -0.249
C -0.13 0.69 1.88 0.226
O -0.24 1.25 0.72 -0.423
C 0.04 1.48 3.08 0.169
C 0.17 0.84 4.31 -0.420
C 0.35 1.58 5.48 -1.522
C 0.39 2.94 5.34 0.926
O 0.55 3.86 6.31 -0.481
C 0.50 5.15 5.68 -0.276
O 0.34 4.93 4.28 -0.508
C 0.26 3.58 4.11 0.693
C 0.08 2.89 2.95 -0.850
H 0.14 -0.24 4.35 0.430
H 0.46 1.10 6.44 0.494
H 1.43 5.67 5.87 0.267
H -0.37 5.69 6.06 0.273
H -0.02 3.37 1.98 0.409
C 4.65 3.98 0.35 -0.958
N 3.95 2.70 0.41 0.202
C 4.44 1.66 1.12 -0.136
C 3.81 0.46 1.19 -1.600
C 2.61 0.40 0.44 -0.143
O 1.90 -0.72 0.37 0.198
N 2.11 1.40 -0.23 0.902
C 2.73 2.60 -0.30 -0.336
O 2.32 3.56 -0.93 -0.657
H 5.61 3.88 0.85 0.346
H 4.05 4.76 0.83 0.300
H 4.80 4.26 -0.69 0.301
H 5.37 1.85 1.63 0.454
H 4.20 -0.37 1.75 0.635
Cl 3.41 -0.22 -2.48 -0.213
C 2.59 -1.75 -2.42 1.445
C 1.23 -1.90 -2.05 -0.798
C 0.71 -3.15 -2.47 0.245
Cl -0.98 -3.58 -2.43 -0.285
C 1.49 -4.19 -3.00 -0.319
Cl 0.81 -5.72 -3.41 -0.158
C 2.86 -4.03 -3.15 0.450
Cl 3.84 -5.32 -3.71 -0.175
C 3.40 -2.78 -2.90 -0.097
Cl 5.07 -2.53 -3.21 -0.190

=====

[2]
12
Properties=species:S:1:pos:R:3:mulliken_charge:R:1 method="wB97M-V/def2-TZVPD" de_lowest_kj_mol=197.5 homo_lumo_gap_ev=9.98 multiplicity=1 lumo_energy_ev=0.233
O 3.05 1.36 0.05 -0.490
C 2.23 0.53 0.37 -0.079
C 0.80 0.77 0.14 -0.191
C -0.26 -0.03 0.15 0.251
C -1.66 0.09 -0.25 -0.656
C -0.99 -1.28 -0.14 -0.429
H 2.55 -0.40 0.88 0.349
H 0.60 1.81 -0.10 0.331
H -1.83 0.57 -1.21 0.242
H -2.42 0.31 0.50 0.221
H -0.70 -1.81 -1.04 0.227
H -1.37 -1.92 0.65 0.225

=====

[3]
18
Properties=species:S:1:pos:R:3:mulliken_charge:R:1 method="wB97M-V/def2-TZVPD" total_charge=-1 de_lowest_kj_mol=252.6 homo_lumo_gap_ev=5.54 multiplicity=1 lumo_energy_ev=3.111
C -2.43 -0.47 0.32 -0.828
S -2.18 1.13 -0.55 -0.176
C -0.41 1.51 -0.41 -0.623
C 0.54 0.72 0.53 -0.859
C 1.00 -0.70 0.37 -0.322
C 1.87 -0.91 -0.90 -0.376
O 3.12 -0.48 -0.64 -0.863
H -3.49 -0.35 0.77 0.272
H -2.43 -1.39 -0.27 0.276
H -1.87 -0.49 1.28 0.291
H -0.46 2.49 0.11 0.338
H 0.16 1.80 -1.26 0.503
H 1.49 1.22 0.29 0.336
H 0.42 0.88 1.64 0.310
H 0.11 -1.46 0.37 0.153
H 1.58 -1.07 1.22 0.321
H 1.17 -0.36 -1.70 0.072
H 1.80 -2.07 -1.16 0.176

=====

[4]
93
Properties=species:S:1:pos:R:3:mulliken_charge:R:1 method="wB97M-V/def2-TZVPD" total_charge=+2 de_lowest_kj_mol=0.0 homo_lumo_gap_ev="5.22 / 5.17" multiplicity=2 lumo_energy_ev="-7.910 / -8.218"
Ir -0.26 0.24 0.21 4.883
F 3.35 0.56 3.43 -0.127
C 2.44 1.50 3.70 0.323
F 3.07 2.63 3.96 -0.198
F 1.76 1.12 4.77 -0.163
S 1.24 1.57 2.27 1.251
O 0.70 0.23 2.30 -1.377
O 1.97 1.84 1.05 -0.904
N 0.24 2.68 2.67 -0.523
S -1.27 2.69 2.22 0.842
O -1.68 1.46 1.54 -0.897
O -1.66 3.89 1.58 -0.675
C -2.09 2.56 3.90 0.497
F -1.53 1.52 4.51 -0.133
F -3.39 2.31 3.81 -0.200
F -1.90 3.64 4.61 -0.187
C -3.03 -1.14 3.19 -1.578
C -1.65 -1.53 3.58 1.344
C -1.24 -1.52 4.90 -0.841
C 0.06 -1.87 5.26 -1.082
C 0.96 -2.27 4.28 -0.616
C 0.59 -2.31 2.94 1.105
C 1.55 -2.74 1.89 -1.017
C -0.72 -1.93 2.59 -1.326
N -1.04 -1.81 1.26 0.861
C -1.63 -2.66 0.50 0.539
C -2.09 -4.00 0.98 -2.155
C -1.81 -2.28 -0.89 1.241
C -2.67 -3.12 -1.77 -1.948
N -1.20 -1.22 -1.31 0.495
C -1.27 -0.77 -2.63 -0.625
C -0.38 -1.29 -3.59 1.106
C 0.66 -2.28 -3.19 -1.386
C -0.53 -0.89 -4.91 -0.967
C -1.52 0.00 -5.28 -1.119
C -2.38 0.52 -4.32 -0.936
C -2.27 0.16 -2.99 0.895
C -3.20 0.70 -1.95 -1.383
H -3.57 -0.72 4.03 0.435
H -3.59 -2.01 2.84 0.368
H -3.01 -0.41 2.38 0.131
H -1.94 -1.22 5.67 0.543
H 0.37 -1.81 6.29 0.460
H 1.97 -2.53 4.56 0.505
H 2.58 -2.64 2.25 0.485
H 1.41 -2.14 0.99 -0.400
H 1.39 -3.79 1.63 0.384
H -1.85 -4.14 2.03 0.411
H -1.63 -4.79 0.40 0.458
H -3.17 -4.09 0.85 0.503
H -3.68 -3.18 -1.36 0.432
H -2.29 -4.14 -1.81 0.480
H -2.72 -2.72 -2.78 0.395
H 1.13 -1.97 -2.26 0.007
H 1.40 -2.38 -3.98 0.501
H 0.21 -3.26 -3.04 0.300
H 0.14 -1.29 -5.65 0.521
H -1.63 0.29 -6.31 0.492
H -3.16 1.21 -4.62 0.623
H -3.62 1.65 -2.27 0.448
H -2.69 0.84 -0.99 0.072
H -4.03 0.00 -1.80 0.446
C 3.56 0.37 -2.63 -1.294
S 2.81 0.86 -1.03 0.396
O 1.65 -0.11 -0.96 -1.323
C 4.10 0.11 -0.01 0.906
C 4.15 -1.27 0.09 -0.401
C 5.18 -1.85 0.81 -0.717
C 6.14 -1.06 1.41 -0.594
C 6.07 0.32 1.32 -0.678
C 5.03 0.92 0.62 -0.567
H 3.77 -0.69 -2.65 0.373
H 4.49 0.93 -2.73 0.480
H 2.88 0.64 -3.43 0.355
H 3.39 -1.87 -0.40 0.266
H 5.23 -2.93 0.88 0.490
H 6.95 -1.52 1.96 0.428
H 6.82 0.94 1.80 0.474
H 4.96 1.99 0.55 0.449
F -3.33 5.31 -4.83 -0.269
C -2.58 4.67 -3.93 0.487
C -1.56 3.83 -4.38 -0.857
C -0.82 3.14 -3.47 0.110
C -1.04 3.31 -2.07 -0.079
C -0.24 2.67 -1.13 0.142
C -2.08 4.20 -1.65 -0.356
C -2.84 4.87 -2.57 -0.822
H -1.38 3.75 -5.44 0.502
H -0.03 2.49 -3.79 0.462
H 0.65 2.16 -1.48 -0.139
H -0.29 2.98 -0.10 0.584
H -2.23 4.36 -0.59 0.637
H -3.62 5.55 -2.27 0.537

=====

[5]
80
Properties=species:S:1:pos:R:3:mulliken_charge:R:1 method="wB97M-V/def2-TZVPD" total_charge=-1 homo_lumo_gap_ev=6.55 multiplicity=1 lumo_energy_ev=1.885
C -1.22 3.69 -1.48 -1.201
C -1.80 2.22 -1.29 0.201
C -2.17 1.94 0.21 -0.460
C -2.65 0.46 0.53 -1.657
C -1.92 -0.67 -0.33 1.781
C -0.36 -0.59 -0.15 -0.928
C 0.50 -1.17 -1.33 0.078
C 2.03 -0.92 -0.95 -1.204
I 2.76 -2.13 0.68 -0.101
O -2.26 -1.85 0.48 -0.597
P -3.06 -3.15 -0.32 -0.154
C -3.43 -3.94 1.38 -1.054
C -3.23 -5.50 1.46 -0.528
C -4.11 -6.32 0.44 -0.429
Br -4.26 -8.20 1.07 -0.261
C -1.49 -4.19 -0.70 0.105
C -0.33 -4.27 0.19 -0.064
C 0.80 -5.12 -0.27 -0.663
C 0.66 -5.78 -1.55 -0.357
N -0.41 -5.73 -2.38 -0.684
C -1.43 -4.96 -1.93 -0.195
O -2.74 -2.43 -1.91 -0.581
C -2.55 -1.02 -1.75 -0.125
O -2.02 -0.42 -2.91 -0.359
O -3.95 -0.57 -1.77 -0.630
H -0.20 3.72 -1.02 0.257
H -1.91 4.46 -1.06 0.337
H -1.06 3.79 -2.59 0.362
H -2.68 2.07 -1.98 0.174
H -1.00 1.54 -1.69 -0.062
H -1.31 2.20 0.88 0.054
H -3.04 2.62 0.45 0.425
H -3.76 0.34 0.53 0.336
H -2.32 0.25 1.58 0.301
H -0.11 -1.22 0.75 0.406
H 0.04 0.43 0.08 0.190
H 0.30 -2.25 -1.56 -0.051
H 0.37 -0.61 -2.30 0.384
H 2.12 0.18 -0.72 0.491
H 2.63 -1.16 -1.86 0.569
H -3.86 -4.09 -1.10 0.326
H -4.34 -2.48 -0.13 0.089
H -4.52 -3.75 1.60 0.411
H -2.84 -3.38 2.15 0.284
H -2.18 -5.86 1.36 0.212
H -3.57 -5.82 2.49 0.524
H -5.10 -5.82 0.34 0.396
H -3.57 -6.33 -0.54 0.257
H -0.31 -3.70 1.14 0.429
H 1.69 -5.16 0.39 0.390
H 1.53 -6.39 -1.89 0.305
H -2.33 -4.90 -2.59 0.391
H -2.72 -0.54 -3.58 0.466
H -4.47 -1.34 -2.05 0.438
C 4.72 -0.38 4.58 -1.404
C 4.48 0.77 3.63 0.513
C 4.51 2.12 4.30 -0.496
O 3.65 2.89 3.47 -0.332
C 2.76 2.01 2.91 0.586
O 1.78 2.33 2.32 -0.508
O 3.16 0.72 3.10 -0.242
H 5.62 -0.22 5.19 0.376
H 3.87 -0.54 5.24 0.354
H 4.86 -1.31 4.02 0.312
H 5.19 0.72 2.80 0.219
H 5.51 2.55 4.33 0.314
H 4.10 2.11 5.32 0.307
C 3.67 8.15 -1.98 -1.453
C 2.38 7.37 -2.06 0.552
C 2.06 6.60 -0.81 -0.604
O 1.29 5.51 -1.31 -0.223
C 1.70 5.29 -2.59 0.593
O 1.43 4.33 -3.23 -0.480
O 2.47 6.33 -3.04 -0.373
H 3.71 8.76 -1.08 0.359
H 4.53 7.49 -2.00 0.362
H 3.76 8.81 -2.85 0.354
H 1.55 8.03 -2.35 0.233
H 1.47 7.19 -0.10 0.340
H 2.94 6.20 -0.30 0.319

=====

[6]
47
Properties=species:S:1:pos:R:3:mulliken_charge:R:1 method="wB97M-V/def2-TZVPD" de_lowest_kj_mol=213.2 homo_lumo_gap_ev=8.87 multiplicity=1 lumo_energy_ev=0.028
N -0.62 -4.32 0.33 -0.549
C -0.72 -3.21 0.61 -0.730
C -0.77 -1.84 0.91 0.441
C 0.50 -1.25 1.46 0.655
O 0.50 -0.38 2.31 -0.651
N 1.62 -1.80 0.95 -0.155
C 2.93 -1.37 1.34 -1.050
C 3.75 -0.84 0.19 0.437
C 3.16 -0.45 -1.01 0.034
C 3.93 0.05 -2.04 -0.722
C 5.30 0.17 -1.89 -0.424
C 5.90 -0.21 -0.70 -0.528
C 5.13 -0.72 0.33 -0.570
C -1.95 -1.17 0.80 0.764
S -3.44 -2.03 0.49 -0.225
C -4.44 -0.51 0.57 0.551
C -5.24 -0.24 -0.70 -0.923
C -4.36 -0.08 -1.94 -0.298
O -5.21 0.08 -3.04 -0.533
C -3.46 0.62 0.84 -0.229
O -3.79 1.78 0.94 -0.571
N -2.16 0.18 0.89 0.346
C -1.10 1.14 0.83 -0.725
C -0.25 1.14 -0.26 0.464
C 0.76 2.08 -0.34 -0.761
C 0.90 3.03 0.67 -0.579
C 0.02 3.04 1.74 -0.834
C -0.98 2.09 1.83 -0.021
H 1.55 -2.56 0.28 0.271
H 2.78 -0.57 2.08 0.365
H 3.47 -2.19 1.82 0.469
H 2.09 -0.54 -1.13 0.404
H 3.46 0.34 -2.97 0.403
H 5.90 0.56 -2.70 0.379
H 6.97 -0.12 -0.58 0.377
H 5.60 -1.02 1.25 0.404
H -5.12 -0.61 1.42 0.485
H -5.94 -1.06 -0.88 0.416
H -5.81 0.68 -0.56 0.332
H -3.73 -0.98 -2.06 0.291
H -3.70 0.79 -1.81 0.260
H -4.68 0.20 -3.84 0.323
H -0.38 0.40 -1.04 0.533
H 1.43 2.08 -1.18 0.420
H 1.69 3.76 0.61 0.431
H 0.13 3.77 2.52 0.393
H -1.66 2.08 2.67 0.431

=====

[7]
68
Properties=species:S:1:pos:R:3:mulliken_charge:R:1 method="wB97M-V/def2-TZVPD" total_charge=-2 de_lowest_kj_mol=225.8 homo_lumo_gap_ev="2.45 / 2.53" multiplicity=4 lumo_energy_ev="2.960 / 3.002"
V 0.38 -0.43 0.29 -0.883
O 3.54 -3.40 6.17 -0.677
C 3.02 -2.90 5.18 0.577
S 1.94 -1.50 5.28 -0.302
C 1.68 -1.43 3.59 -0.273
C 2.28 -2.33 2.81 0.155
S 1.89 -2.09 1.17 -0.355
S 3.29 -3.50 3.54 -0.222
S 0.72 -0.36 2.67 -0.300
N 1.49 -2.23 -2.75 -0.428
C 1.04 -2.88 -1.63 1.061
O 1.03 -1.96 -0.77 -0.926
C 0.72 -4.19 -1.59 0.804
C 0.27 -4.81 -0.38 -0.054
N -0.11 -5.40 0.55 -0.813
C 0.84 -5.02 -2.74 -0.203
N 0.90 -5.75 -3.65 -0.823
H 0.90 -1.39 -2.76 -0.606
H 2.35 -1.78 -2.42 0.455
C -0.34 1.93 -3.54 -0.966
Si 0.89 0.81 -2.68 0.438
C 1.90 1.85 -1.51 -0.848
C 2.06 0.03 -3.91 -1.244
N 0.05 -0.45 -1.72 0.499
C -0.83 -1.45 -2.23 0.758
C -1.40 -2.35 -1.32 0.076
C -2.27 -3.36 -1.77 -0.844
C -2.57 -3.47 -3.13 -0.586
C -2.01 -2.58 -4.04 -0.997
C -1.14 -1.57 -3.60 -0.285
H 0.21 2.72 -4.09 0.336
H -0.99 2.40 -2.78 0.163
H -0.96 1.36 -4.25 0.298
H 2.44 2.64 -2.08 0.412
H 2.64 1.21 -0.99 0.200
H 1.23 2.33 -0.76 -0.203
H 2.60 0.83 -4.46 0.416
H 1.51 -0.60 -4.64 0.265
H 2.80 -0.60 -3.37 0.351
H -1.18 -2.28 -0.27 0.437
H -2.70 -4.05 -1.06 0.358
H -3.24 -4.25 -3.47 0.325
H -2.24 -2.67 -5.09 0.355
H -0.73 -0.91 -4.34 0.223
C -1.28 2.81 4.15 -0.731
N -0.07 3.27 3.43 0.171
C -0.44 4.33 2.48 -0.936
N -1.43 3.84 1.56 0.090
C -2.62 3.40 2.27 -0.721
N -2.26 2.35 3.20 0.082
C -1.91 1.10 2.56 -1.017
P -0.42 1.45 1.60 2.808
C 0.68 2.16 2.81 -1.441
C -0.92 2.87 0.62 -0.819
H -1.65 3.65 4.74 0.333
H -0.98 2.04 4.87 0.398
H 0.55 3.69 4.13 0.412
H 0.48 4.67 1.97 0.375
H -0.80 5.19 3.06 0.330
H -3.39 3.06 1.57 0.368
H -3.08 4.24 2.80 0.276
H -2.73 0.75 1.93 0.182
H -1.73 0.32 3.31 0.461
H 1.60 2.58 2.37 0.084
H 0.98 1.47 3.60 0.577
H -1.69 2.61 -0.12 0.155
H -0.09 3.28 0.04 0.261
H -0.71 0.75 -0.40 0.175

=====

[8]
24
Properties=species:S:1:pos:R:3:mulliken_charge:R:1 method="wB97M-V/def2-TZVPD" total_charge=+1 homo_lumo_gap_ev="6.50 / 7.96" multiplicity=2 lumo_energy_ev="-4.439 / -4.316"
C -1.74 -1.37 -0.94 -0.338
O -1.73 -1.68 0.43 -0.511
H -0.70 -1.28 -1.32 0.109
H -2.36 -2.09 -1.49 0.327
H -2.04 -0.31 -1.11 0.059
O 2.03 0.54 -1.73 -0.516
C 2.75 -0.43 -1.50 0.172
C 2.78 -1.01 -0.12 -0.410
O 2.03 -0.29 0.78 -0.729
C -0.42 -0.82 1.27 -0.068
C -1.04 0.55 1.44 -0.541
O -0.61 1.37 0.36 -0.072
C -1.50 2.42 0.01 -0.875
Sc 1.55 1.63 0.12 1.051
H 3.17 -1.02 -2.33 0.394
H 3.85 -1.14 0.15 0.395
H 2.39 -2.05 -0.22 0.329
H -0.44 -1.36 2.23 0.343
H 0.20 -1.10 0.41 -0.010
H -0.82 1.00 2.42 0.396
H -2.14 0.46 1.41 0.480
H -1.05 2.93 -0.85 0.359
H -2.46 1.98 -0.31 0.314
H -1.70 3.07 0.87 0.344

=====

[9]
16
Properties=species:S:1:pos:R:3:mulliken_charge:R:1 method="wB97M-V/def2-TZVPD" de_lowest_kj_mol=188.5 homo_lumo_gap_ev=10.33 multiplicity=1 lumo_energy_ev=0.960
C -1.43 1.18 1.27 -1.114
C -1.49 -0.19 0.65 0.249
O -2.48 -0.90 0.72 -0.566
C -0.28 -0.71 -0.08 0.185
C 1.09 -0.63 0.50 -0.394
N 0.70 0.25 -0.57 -0.235
C 1.26 -0.03 -1.88 -0.855
H -2.44 1.57 1.40 0.352
H -0.96 1.11 2.26 0.270
H -0.82 1.86 0.66 0.338
H -0.50 -1.59 -0.69 0.379
H 1.75 -1.47 0.27 0.275
H 1.27 -0.16 1.47 0.216
H 2.23 0.46 -1.96 0.286
H 0.60 0.39 -2.65 0.297
H 1.39 -1.10 -2.08 0.317

=====

no.,strongest force on any atom (eV Å⁻¹)
1,1.82
2,0.49
3,3.76
4,3.82
5,3.35
6,0.91
7,5.79
8,6.05
9,0.42